C3H4I2 | the ωB97M-V functional and the def2-TZVPD basis

Kohn-Sham gap (spin up / spin down), eV: 6.31 / 5.21
F_max, eV/A: 3.72
Energy above the lowest of the compared OMol25 structures with the same formula, charge and spin, kJ/mol: 390.7
2S+1: 3
Highest occupied orbital energy (spin up / spin down), eV: -5.70 / -9.04
LUMO (spin up / spin down), eV: 0.603 / -3.827

Geometry (Å):
C1 -0.59768 -0.53926 -0.66302
C2 -1.47931 -0.08745 0.52163
C3 -0.42173 0.64734 -0.25523
I1 0.74676 2.42921 -0.28034
I2 3.28533 -0.99743 -0.03256
H1 -0.40689 -1.37993 -1.42237
H2 2.42695 0.22840 0.40436
H3 -2.48472 0.08428 0.18355
H4 -1.06872 -0.38516 1.54397



C5H11O2 | the ωB97M-V functional and the def2-TZVPD basis

Kohn-Sham gap, eV: 7.51
F_max, eV/A: 4.48
Energy above the lowest of the compared OMol25 structures with the same formula, charge and spin, kJ/mol: 153.7
2S+1: 1
Charge: -1
Highest occupied orbital energy, eV: -3.80
LUMO, eV: 3.708

Geometry (Å):
C1 -0.08267 -2.00051 0.41550
C2 0.75822 -1.98619 -0.86778
H1 -1.04950 -1.39130 0.13374
H2 -0.53463 -2.99866 0.55137
H3 0.51617 -1.68948 1.46402
H4 1.04856 -1.02430 -1.21356
H5 0.29659 -2.20607 -1.82293
H6 1.61082 -2.70545 -0.86948
C3 -0.54212 1.46671 -0.41630
C4 0.90480 1.47325 0.12866
C5 -1.53216 1.80616 0.89619
O1 -2.25736 2.84435 1.01537
O2 -1.33490 0.93667 1.75487
H7 -0.63832 2.26233 -1.17174
H8 -0.86302 0.60929 -0.85588
H9 1.01101 0.78049 1.01489
H10 1.03253 2.55518 0.43528
H11 1.65596 1.26753 -0.59223



C13H33Ca2CuN2O5 | the ωB97M-V functional and the def2-TZVPD basis

Kohn-Sham gap, eV: 3.72
F_max, eV/A: 2.81
2S+1: 1
Charge: +4
Highest occupied orbital energy, eV: -18.70
LUMO, eV: -14.980

Geometry (Å):
Cu1 -1.82789 -2.31395 -2.92266
Ca1 0.45175 -2.05479 -0.12040
Ca2 -1.04435 1.28218 -1.98723
C1 0.72060 -1.09842 -3.80281
O1 0.19434 -1.00371 -2.46255
H1 0.64436 -0.11647 -4.29000
H2 1.76961 -1.38291 -3.87298
H3 0.12986 -1.73449 -4.46899
C2 2.67482 -2.26828 5.83395
O2 1.97744 -2.90180 4.76364
C3 0.88691 -2.13693 4.33734
C4 0.02187 -2.87288 3.30781
N1 0.84963 -3.08393 2.06859
C5 1.14529 -4.52671 1.91729
C6 1.83702 -4.88020 0.60130
O3 1.40844 -4.05987 -0.52848
C7 2.09964 -4.39130 -1.73564
H4 2.00270 -2.01392 6.65584
H5 3.00475 -1.25998 5.52128
H6 3.58583 -2.80788 6.05444
H7 1.30376 -1.22624 3.87073
H8 0.22974 -1.91372 5.18727
H9 -0.84296 -2.19650 3.33260
H10 -0.37944 -3.81347 3.68122
H11 1.75541 -2.67391 2.31791
H12 0.20065 -5.06801 1.93669
H13 1.82992 -4.87756 2.69206
H14 1.65840 -5.93039 0.35805
H15 2.92950 -4.80770 0.63402
H16 1.61480 -3.92609 -2.60764
H17 2.10804 -5.46131 -1.92485
H18 3.06871 -3.88708 -1.80541
C8 0.45361 4.55963 1.66340
O4 -0.49624 3.97267 0.77468
C9 -1.85354 4.32398 1.02894
C10 -2.62687 3.36769 0.13951
N2 -2.00029 3.29998 -1.20016
C11 -2.78598 4.12675 -2.17149
C12 -2.05950 4.12637 -3.48983
O5 -1.70626 2.75347 -3.77102
C13 -1.38040 2.47561 -5.15916
H19 0.24482 4.22423 2.68035
H20 0.56802 5.64426 1.63540
H21 1.42983 4.17471 1.36559
H22 -2.00646 5.40065 0.89599
H23 -2.10418 4.20265 2.08875
H24 -3.69097 3.54956 0.02145
H25 -2.49354 2.36879 0.59072
H26 -1.04808 3.67837 -1.12328
H27 -2.93663 5.15613 -1.84250
H28 -3.76686 3.68165 -2.33719
H29 -1.15443 4.73917 -3.56765
H30 -2.68353 4.46794 -4.32180
H31 -0.48068 3.01055 -5.45979
H32 -2.23689 2.70470 -5.79031
H33 -1.19412 1.39872 -5.19295



CH6NO2 | the ωB97M-V functional and the def2-TZVPD basis

Kohn-Sham gap, eV: 7.46
F_max, eV/A: 1.43
Energy above the lowest of the compared OMol25 structures with the same formula, charge and spin, kJ/mol: 103.0
2S+1: 1
Charge: -1
Highest occupied orbital energy, eV: -2.69
LUMO, eV: 4.770

Geometry (Å):
O1 2.49040 0.56210 0.74438
H1 1.92164 1.33000 0.82227
N1 0.26213 -0.04702 -0.61880
C1 -1.11410 0.17091 -0.53311
O2 -1.92017 -0.79290 0.32519
H2 1.87245 0.17197 0.02115
H3 0.54239 -0.41333 -1.52721
H4 -1.30513 1.14820 -0.01310
H5 -1.82148 0.15729 -1.37548
H6 -1.23345 -1.09084 0.94058



| no. | E (Ha) |
| --- | --- |
| 1 | -711.81463 |
| 2 | -347.59110 |
| 3 | -3995.00343 |
| 4 | -246.90999 |